ORCA calculation (wB97M-V/def2-TZVPD) on C4H4S2 as an isolated structure at a distorted geometry.

Geometry as XYZ:
```
10
Properties=species:S:1:pos:R:3:forces:R:3:mulliken_charge:R:1
C -0.739232 -0.888626 0.265492 -0.70 0.96 -1.53 -0.60
C -1.765214 -0.163573 -0.277242 2.47 -0.34 1.62 -0.23
C 1.666764 0.402654 -0.400364 -1.47 0.33 1.56 -0.17
C 0.129767 0.293232 0.624552 1.59 0.11 -6.31 -0.26
S 2.984993 -0.445848 -0.072008 -0.50 -0.15 0.20 -0.19
S -1.184571 1.488788 -0.077716 0.95 -0.93 0.70 -0.16
H -0.483441 -1.964124 0.186152 -0.33 0.91 0.47 0.33
H -2.721970 -0.338758 -0.602551 -1.96 -0.92 -1.00 0.44
H 1.797473 1.142912 -1.240620 -1.16 -0.62 0.92 0.30
H 0.315428 0.473340 1.594304 1.12 0.64 3.37 0.56
```
Forces are in eV/Å.

Computed properties:
Total energy, Eh: -951.05694
LUMO level, eV: -0.366
HOMO energy, Ha: -0.314
Strongest force on any atom, eV/A: 6.5
Multiplicity: 1